C4H8O2 | ωB97M-V/def2-TZVPD

Values from the calculation:
Electronic energy   -8370.50225 eV
SMILES string   C=C(O)OCC
Maximum force   3.625 eV/Å
Relative energy (zero: lowest compared OMol25 entry of this formula, charge and spin)   268.2 kJ/mol
Charge   0
Multiplicity   1

Each line ends with the Mulliken charge.
Geometry (Å):
H1 -2.79130 0.16899 0.62070  0.362
C1 -1.74585 -0.11109 0.78901  -0.918
O1 0.38859 -1.18650 -0.05764  -0.487
H2 -1.69776 -0.97483 1.44633  0.301
H3 2.05174 1.66925 -0.42892  0.263
C2 -1.12901 -0.41777 -0.53709  -0.247
H4 3.12030 -0.06829 0.58907  0.316
H5 -1.24126 0.72557 1.27004  0.262
O2 2.40064 -0.70072 0.70059  -0.463
C3 1.33597 -0.30130 -0.05198  0.883
H6 0.66879 1.13325 -1.47583  0.193
C4 1.26324 0.95079 -0.59842  -1.039
H7 -1.50370 -1.30538 -1.03705  0.275
H8 -1.12039 0.41801 -1.22884  0.297



C4H8O2 | ωB97M-V/def2-TZVPD

Values from the calculation:
Electronic energy   -8371.09773 eV
Maximum force   0.474 eV/Å
Relative energy (zero: lowest compared OMol25 entry of this formula, charge and spin)   210.7 kJ/mol
Charge   0
Multiplicity   1

Each line ends with the Mulliken charge.
Geometry (Å):
O1 -0.62457 -2.24268 0.06320  -0.510
H1 0.46604 -0.52739 1.39200  0.413
H2 -0.78663 -0.72401 -1.35715  0.334
H3 -0.73058 -2.94554 -0.58954  0.303
C1 0.18265 -0.04335 0.45337  0.171
H4 0.85193 -1.36130 -1.11431  0.310
C2 -0.08854 -1.11093 -0.59665  -0.689
H5 1.71510 1.51666 0.77174  0.235
O2 -0.05749 1.94238 -0.27255  -0.407
C3 -0.86533 1.07609 0.54084  -0.524
H6 1.68580 0.94027 -0.92216  0.311
H7 -0.97507 1.48611 1.55334  0.234
H8 -1.85204 0.88839 0.10286  0.290
C4 1.07873 1.10532 -0.02499  -0.470



C4H8O2 | ωB97M-V/def2-TZVPD

Values from the calculation:
Electronic energy   -8370.94993 eV
SMILES string   O=CCCC=O.[H][H]
Maximum force   0.490 eV/Å
Relative energy (zero: lowest compared OMol25 entry of this formula, charge and spin)   225.0 kJ/mol
Charge   0
Multiplicity   1

Each line ends with the Mulliken charge.
Geometry (Å):
H1 0.31575 -0.68472 1.60209  0.331
C1 -0.37912 -0.31748 -0.42958  -0.417
H2 -3.60198 1.07048 -0.02596  0.184
C2 0.57851 -0.97050 0.57805  -0.583
C3 -0.09421 1.16360 -0.55002  -0.014
H3 0.47096 -2.06284 0.52438  0.318
O1 -0.78120 2.03182 -0.06471  -0.457
H4 -0.26587 -0.78721 -1.41263  0.296
H5 -2.94064 1.40922 0.03275  -0.195
C4 2.05054 -0.67650 0.35951  0.010
H6 -1.41136 -0.44953 -0.09108  0.281
O2 2.55206 -0.45414 -0.71592  -0.474
H7 0.83900 1.41324 -1.08907  0.375
H8 2.66757 -0.68544 1.28219  0.345



C4H8O2 | ωB97M-V/def2-TZVPD

Values from the calculation:
Electronic energy   -8370.84302 eV
SMILES string   O=CCCC=O.[H][H]
Maximum force   0.618 eV/Å
Relative energy (zero: lowest compared OMol25 entry of this formula, charge and spin)   235.3 kJ/mol
Charge   0
Multiplicity   1

Each line ends with the Mulliken charge.
Geometry (Å):
H1 0.66199 0.72161 1.22293  0.306
O1 -2.68352 -0.96391 -0.81343  -0.467
O2 1.67912 -0.17538 -1.00873  -0.463
H2 3.11418 2.04281 0.49710  0.193
H3 0.02154 0.67603 -1.76919  0.384
H4 -0.27793 -1.45035 1.27648  0.286
C1 0.59597 0.34460 -0.87998  -0.127
H5 -1.70995 -0.42066 1.54562  0.329
H6 -1.00802 -2.08534 -0.91688  0.371
H7 -0.74889 1.42162 0.38040  0.296
C2 -0.09448 0.54643 0.45113  -0.364
C3 -1.60411 -1.30696 -0.39165  -0.050
C4 -0.93616 -0.70071 0.82590  -0.497
H8 2.98558 1.44292 0.07611  -0.198



C4H8O2 | ωB97M-V/def2-TZVPD

Values from the calculation:
Electronic energy   -8371.04022 eV
SMILES string   CCO[C@@H]1CO1
Maximum force   0.340 eV/Å
Relative energy (zero: lowest compared OMol25 entry of this formula, charge and spin)   216.3 kJ/mol
Charge   0
Multiplicity   1

Each line ends with the Mulliken charge.
Geometry (Å):
H1 2.89729 1.44830 1.23754  0.253
H2 1.79467 2.12529 -0.08480  0.214
O1 -0.19773 0.44126 0.30996  -0.371
H3 -2.53236 0.35659 -0.81668  0.296
C1 -0.63911 -0.62678 -0.52562  -0.196
H4 -2.52754 -1.36927 -1.24723  0.363
O2 2.09800 0.02125 -0.13987  -0.424
C2 2.08061 1.27942 0.53655  -0.432
C3 1.07434 0.25760 0.79522  0.147
H5 1.12808 -0.37191 1.68845  0.437
H6 -0.24759 -1.58358 -0.15093  0.328
H7 -2.54395 -0.87143 0.46229  0.299
C4 -2.15371 -0.62961 -0.53139  -1.171
H8 -0.23098 -0.47717 -1.53349  0.256



C4H8O2 | ωB97M-V/def2-TZVPD

Values from the calculation:
Electronic energy   -8368.43277 eV
SMILES string   OCC[C@H]1CO1
Maximum force   3.846 eV/Å
Relative energy (zero: lowest compared OMol25 entry of this formula, charge and spin)   467.9 kJ/mol
Charge   0
Multiplicity   1

Each line ends with the Mulliken charge.
Geometry (Å):
C1 -0.76823 0.36728 0.31328  -0.618
H1 1.05331 0.08430 -0.86756  0.522
H2 -1.43149 -0.38978 0.76164  0.350
C2 1.09401 -0.59687 1.76796  -0.414
H3 0.47692 -0.47935 -2.49719  0.340
H4 -1.17888 1.66484 -1.44011  0.243
H5 2.11266 -0.64087 2.16195  0.250
C3 -1.03524 0.62644 -1.15790  -0.288
H6 -0.78290 1.28554 0.92408  0.268
C4 0.72336 -0.23950 0.35954  0.003
O1 0.40148 0.40679 -2.08507  -0.666
H7 0.33731 -0.43557 2.55710  0.215
O2 0.73555 -1.59450 0.82827  -0.435
H8 -1.73786 -0.05873 -1.62600  0.230



C4H8O2 | ωB97M-V/def2-TZVPD

Values from the calculation:
Electronic energy   -8370.28324 eV
SMILES string   CCCC(=O)O
Maximum force   6.486 eV/Å
Relative energy (zero: lowest compared OMol25 entry of this formula, charge and spin)   289.3 kJ/mol
Charge   0
Multiplicity   1

Each line ends with the Mulliken charge.
Geometry (Å):
C1 -0.13570 -0.67844 0.85023  0.765
C2 -1.05251 0.44039 -0.82344  -1.182
H1 1.92761 -1.09708 0.19581  0.264
H2 -1.87978 0.41539 -0.10996  0.378
C3 1.28885 -0.22706 0.32728  -0.596
C4 0.79123 0.36520 -0.91375  -0.527
O1 -0.53007 -1.83882 0.73548  -0.612
O2 -0.39198 0.08630 1.97940  -0.464
H3 -1.12944 1.47303 -1.17780  0.370
H4 0.86100 -0.27137 -1.79379  0.277
H5 1.07422 1.40625 -1.05155  0.368
H6 1.71038 0.49873 1.02154  0.293
H7 -1.17410 -0.33206 2.37949  0.349
H8 -1.35972 -0.24045 -1.61893  0.314



C4H8O2 | ωB97M-V/def2-TZVPD

Values from the calculation:
Electronic energy   -8371.15054 eV
SMILES string   OC[C@H]1CCO1
Maximum force   0.437 eV/Å
Relative energy (zero: lowest compared OMol25 entry of this formula, charge and spin)   205.6 kJ/mol
Charge   0
Multiplicity   1

Each line ends with the Mulliken charge.
Geometry (Å):
H1 2.24681 0.09028 1.03292  0.357
H2 1.33509 0.46837 -1.59438  0.316
H3 -1.35037 -0.54239 -1.56019  0.213
C1 -0.89284 0.77486 0.18370  -0.629
H4 -1.52681 1.27053 0.92191  0.248
H5 0.12922 -0.28451 1.87728  0.365
H6 -2.56517 -0.66768 -0.25959  0.263
H7 1.79305 -1.19422 -0.09893  0.250
O1 -0.62615 -1.34356 0.23585  -0.454
C2 0.11121 -0.22860 0.78019  0.348
O2 1.76877 0.77937 -0.79044  -0.549
C3 1.54766 -0.17440 0.23511  -0.644
C4 -1.50930 -0.46656 -0.47479  -0.323
H8 -0.46118 1.51850 -0.48865  0.238



C4H8O2 | ωB97M-V/def2-TZVPD

Values from the calculation:
Electronic energy   -8370.96546 eV
SMILES string   C1COCOC1
Maximum force   2.283 eV/Å
Relative energy (zero: lowest compared OMol25 entry of this formula, charge and spin)   223.5 kJ/mol
Charge   0
Multiplicity   1

Each line ends with the Mulliken charge.
Geometry (Å):
H1 1.15571 -2.02012 0.04995  0.291
C1 0.09020 0.66382 1.50060  -0.331
H2 1.72059 -0.35265 -0.26113  0.336
O1 -1.05439 1.13926 0.48613  -0.432
H3 0.64386 1.45949 1.04836  0.407
C2 -0.70822 0.75879 -0.85197  -0.413
H4 -1.19547 -1.27380 -0.44174  0.273
O2 0.52768 -0.63007 1.38532  -0.356
H5 -0.12850 0.76122 2.58738  0.242
C3 0.85949 -0.96744 0.04440  -0.467
H6 -0.13299 -1.08076 -1.85730  0.361
C4 -0.34339 -0.71818 -0.84908  -0.508
H7 0.13210 1.32892 -1.31689  0.282
H8 -1.56665 0.93154 -1.52406  0.314



C4H8O2 | ωB97M-V/def2-TZVPD

Values from the calculation:
Electronic energy   -8369.03106 eV
Maximum force   3.278 eV/Å
Relative energy (zero: lowest compared OMol25 entry of this formula, charge and spin)   410.1 kJ/mol
Charge   0
Multiplicity   1

Each line ends with the Mulliken charge.
Geometry (Å):
H1 -1.34381 1.15704 -0.98709  0.395
O1 -1.00863 1.46037 1.02956  -0.663
C1 -0.98795 0.75775 -0.01289  0.149
H2 0.61595 -0.80231 1.56090  0.301
H3 0.62423 -2.25140 0.51652  0.334
H4 -1.70840 -1.01182 0.79347  0.327
H5 1.78846 1.45139 -0.18851  0.339
H6 0.92071 0.95747 -1.67088  0.301
C2 1.04857 0.76598 -0.59306  -0.589
C3 0.45440 -1.17039 0.53671  -0.517
O2 1.37581 -0.57956 -0.36387  -0.363
C4 -0.93434 -0.76503 0.06303  -0.422
H7 0.31515 1.27128 0.21491  0.126
H8 -1.16015 -1.24078 -0.89881  0.283



C4H8O2 | ωB97M-V/def2-TZVPD

Values from the calculation:
Electronic energy   -8371.55175 eV
SMILES string   O[C@H]1CCOC1
Maximum force   1.173 eV/Å
Relative energy (zero: lowest compared OMol25 entry of this formula, charge and spin)   166.9 kJ/mol
Charge   0
Multiplicity   1

Each line ends with the Mulliken charge.
Geometry (Å):
C1 1.13841 0.42887 0.42982  -0.586
C2 0.48750 0.13225 -0.87937  0.047
H1 -1.27146 1.38465 -0.69016  0.284
O1 0.74270 -1.19759 -1.27834  -0.551
C3 -0.99433 0.31993 -0.55575  -0.579
C4 -0.96794 -0.28579 1.00658  -0.458
H2 0.99876 0.85262 -1.52650  0.390
O2 0.42538 -0.43217 1.34109  -0.444
H3 -1.59240 -0.22639 -1.31328  0.300
H4 -1.42243 0.33145 1.80855  0.310
H5 0.99289 1.50331 0.64885  0.322
H6 2.20730 0.18664 0.38854  0.350
H7 -1.44856 -1.27998 1.06855  0.247
H8 0.72416 -1.71253 -0.45413  0.367



C4H8O2 | ωB97M-V/def2-TZVPD

Values from the calculation:
Electronic energy   -8371.21547 eV
SMILES string   C[C@@H](O)[C@@H]1CO1
Maximum force   0.376 eV/Å
Relative energy (zero: lowest compared OMol25 entry of this formula, charge and spin)   199.4 kJ/mol
Charge   0
Multiplicity   1

Each line ends with the Mulliken charge.
Geometry (Å):
H1 -1.01414 -1.80843 -0.24437  0.339
C1 -0.75137 -0.74735 -0.17816  0.162
H2 1.12560 1.46374 -0.17971  0.297
H3 -1.81313 -0.27591 -2.06608  0.264
C2 1.51481 0.46893 0.06723  -1.294
H4 0.92821 -1.36663 0.97868  0.336
H5 2.34753 0.60632 0.76413  0.343
H6 -0.72524 1.08167 -1.45920  0.190
O1 -0.00838 0.14447 1.93216  -0.560
C3 0.45180 -0.41360 0.71987  0.112
C4 -1.23937 0.14347 -1.23742  -0.403
H7 -0.83416 0.60692 1.71855  0.359
H8 1.90445 0.00060 -0.84547  0.335
O2 -1.88660 0.09581 0.02978  -0.480



C4H8O2 | ωB97M-V/def2-TZVPD

Values from the calculation:
Electronic energy   -8371.16859 eV
SMILES string   C[C@H]1O[C@H]1CO
Maximum force   0.375 eV/Å
Relative energy (zero: lowest compared OMol25 entry of this formula, charge and spin)   203.9 kJ/mol
Charge   0
Multiplicity   1

Each line ends with the Mulliken charge.
Geometry (Å):
H1 2.26291 -0.08809 -1.18316  0.316
H2 -3.13371 0.51921 0.13338  0.320
O1 0.24745 -0.36312 1.57153  -0.472
C1 0.91376 -0.76621 0.37622  0.181
O2 -2.58597 0.24315 -0.60808  -0.530
H3 2.58784 0.55320 0.43598  0.336
H4 1.25718 1.20515 -0.51695  0.341
C2 1.79325 0.28461 -0.26659  -1.322
H5 -0.72057 0.52527 -1.26640  0.245
H6 -1.05905 1.41531 0.23346  0.305
H7 -1.14836 -1.57306 0.52836  0.440
C3 -1.22793 0.47066 -0.30386  -0.693
H8 1.36204 -1.76055 0.42872  0.402
C4 -0.54884 -0.66553 0.43739  0.131



C4H8O2 | ωB97M-V/def2-TZVPD

Values from the calculation:
Electronic energy   -8370.73868 eV
SMILES string   C[C@@]1(O)C[C@H]1O
Maximum force   1.973 eV/Å
Relative energy (zero: lowest compared OMol25 entry of this formula, charge and spin)   245.4 kJ/mol
Charge   0
Multiplicity   1

Each line ends with the Mulliken charge.
Geometry (Å):
H1 -0.90366 0.76748 -1.87682  0.300
O1 1.17102 -1.26803 -0.96979  -0.512
H2 -0.73122 2.19104 0.76298  0.360
H3 0.30089 -0.07650 2.16354  0.290
C1 -0.06865 0.53346 0.10216  0.699
H4 -1.22144 -0.81694 -1.13650  0.315
H5 -0.57781 -1.39358 1.19298  0.301
C2 -1.12696 0.25409 -0.94022  -1.352
H6 -2.09040 0.60977 -0.55273  0.404
H7 2.08435 -1.52507 -1.13390  0.317
O2 0.11461 1.88420 0.40914  -0.515
H8 1.89426 -0.34125 0.81770  0.409
C3 1.09895 -0.36997 0.10169  -0.108
C4 -0.00498 -0.48122 1.19280  -0.906



C4H8O2 | ωB97M-V/def2-TZVPD

Values from the calculation:
Electronic energy   -8371.21383 eV
SMILES string   C[C@H]1CO[C@H]1O
Maximum force   1.885 eV/Å
Relative energy (zero: lowest compared OMol25 entry of this formula, charge and spin)   199.5 kJ/mol
Charge   0
Multiplicity   1

Each line ends with the Mulliken charge.
Geometry (Å):
H1 1.46528 1.18754 -0.31385  0.301
H2 2.13331 0.18646 0.99589  0.350
H3 -0.58058 1.06452 1.42176  0.268
O1 -0.74256 0.85934 -1.61008  -0.564
H4 -1.07680 -0.57348 1.95003  0.280
C1 -0.77524 -0.35048 -0.93641  0.152
H5 -1.42099 1.21305 -0.96666  0.358
C2 0.28707 -0.55426 0.16242  0.198
H6 2.27107 -0.34202 -0.68404  0.359
C3 1.61447 0.16108 0.03187  -1.357
O2 -1.79292 -0.06078 0.07853  -0.530
H7 -1.02603 -1.20078 -1.58887  0.350
H8 0.41932 -1.62119 0.36169  0.337
C4 -0.77539 0.03100 1.09773  -0.504



C4H8O2 | ωB97M-V/def2-TZVPD

Values from the calculation:
Electronic energy   -8371.30807 eV
SMILES string   OC[C@H]1C[C@H]1O
Maximum force   0.507 eV/Å
Relative energy (zero: lowest compared OMol25 entry of this formula, charge and spin)   190.4 kJ/mol
Charge   0
Multiplicity   1

Each line ends with the Mulliken charge.
Geometry (Å):
H1 -1.20358 1.09159 -0.93529  0.236
H2 -1.02760 -0.19100 1.90309  0.319
C1 0.45832 0.58398 0.43139  0.004
H3 1.04055 1.06951 1.21214  0.348
H4 2.15573 0.50600 -0.92174  0.359
C2 1.23125 -0.04475 -0.72556  -0.554
H5 0.74660 -1.81546 -0.25700  0.411
C3 -0.92016 1.11678 0.11679  -0.818
H6 -1.32071 1.95882 0.67298  0.259
O1 -1.00407 -1.42822 0.23365  -0.589
H7 -1.62486 -1.31506 -0.49321  0.312
C4 -0.76127 -0.17637 0.84983  0.071
O2 1.59254 -1.37600 -0.46770  -0.572
H8 0.60823 0.03748 -1.63398  0.213



C4H8O2 | ωB97M-V/def2-TZVPD

Values from the calculation:
Electronic energy   -8370.52272 eV
SMILES string   C1COCCO1
Maximum force   3.259 eV/Å
Relative energy (zero: lowest compared OMol25 entry of this formula, charge and spin)   266.2 kJ/mol
Charge   0
Multiplicity   1

Each line ends with the Mulliken charge.
Geometry (Å):
H1 1.53532 1.78487 -0.36479  0.307
H2 2.21597 -0.34710 0.86495  0.327
C1 0.80396 1.13265 0.12951  -0.420
H3 -1.68061 0.76507 0.89420  0.301
C2 -1.36505 0.31030 -0.06379  -0.386
C3 -0.80887 -1.10294 -0.02250  -0.396
H4 -0.63428 -1.38970 -1.16444  0.160
C4 1.33065 -0.29500 0.22338  -0.459
H5 -2.21510 0.29297 -0.74007  0.260
O1 -0.38066 1.16584 -0.64062  -0.369
H6 -1.35130 -2.01286 -0.23144  0.444
H7 0.61293 1.53321 1.13892  0.311
H8 1.58693 -0.65084 -0.78465  0.321
O2 0.35013 -1.18646 0.76134  -0.400



C4H8O2 | ωB97M-V/def2-TZVPD

Values from the calculation:
Electronic energy   -8368.40964 eV
Maximum force   3.426 eV/Å
Relative energy (zero: lowest compared OMol25 entry of this formula, charge and spin)   470.1 kJ/mol
Charge   0
Multiplicity   1

Each line ends with the Mulliken charge.
Geometry (Å):
H1 -1.87565 1.06435 -1.77964  0.339
C1 0.86753 -0.32712 -0.62928  -0.841
H2 -0.86957 1.43185 0.81564  0.316
H3 1.71337 0.16127 -1.12861  0.405
O1 -0.98003 0.73517 -1.93292  -0.439
H4 0.61879 -1.35343 -0.89386  0.199
H5 0.55049 -1.17888 1.36309  0.290
H6 -1.71036 -0.16457 0.97770  0.289
C2 -0.84061 0.35842 0.58460  -0.977
H7 2.19464 0.35680 1.79809  0.314
O2 1.31450 0.72940 1.66123  -0.545
C3 0.57516 -0.18805 0.89535  0.440
H8 -0.97807 -1.64406 -0.86402  0.075
C4 -0.58018 0.01885 -0.86736  0.134



Table of frontier orbital gap (eV), in record order: 8.9; 10.6; 10.5; 10.6; 11.4; 9.6; 10.4; 10.5; 10.7; 10.5; 10.9; 11.2; 11.1; 9.9; 11.3; 10.8; 10.6; 9.4